237
Properties=species:S:1:pos:R:3:forces:R:3:lowdin_charge:R:1 method="wB97M-V/def2-TZVPD" energy_ev=-124540.5848 lumo_ev=-0.212 charge=0
C 1.1442 1.8172 6.0865 -2.5 -2.3 0.9 -0.314
O 0.5120 0.8945 6.6637 1.7 2.1 -0.9 -0.041
N 2.2823 1.6700 5.4096 1.0 -1.0 -0.9 -0.174
C 2.7588 2.7091 4.4871 -0.1 0.0 1.6 -0.033
C 2.9184 0.3376 5.3201 -0.1 0.4 0.6 -0.029
H 0.6877 2.8171 6.0240 0.3 0.1 0.1 0.130
H 2.0248 3.5079 4.5929 0.1 0.1 -0.7 0.067
H 2.8938 2.3392 3.4707 -0.2 0.1 0.0 0.081
H 3.6935 3.1117 4.8772 0.2 0.0 -0.3 0.090
H 2.4824 -0.3443 6.0502 -0.3 0.2 -0.2 0.083
H 2.8257 -0.0991 4.3257 -0.2 0.1 -0.1 0.073
H 3.9740 0.3959 5.5853 0.1 0.3 -0.2 0.087
C -4.4498 -1.3755 -1.2626 -0.4 -2.5 1.1 -0.315
O -5.1088 -2.3540 -0.8467 1.1 1.7 -0.6 -0.034
N -4.9139 -0.4624 -2.0974 -0.3 2.9 -1.4 -0.138
C -6.2978 -0.3781 -2.5431 -0.4 -1.0 -0.6 -0.045
C -4.1499 0.7285 -2.5669 -0.2 0.4 -0.4 -0.041
H -3.3907 -1.2263 -1.0015 -0.1 0.0 0.0 0.123
H -6.7602 0.5876 -2.3388 0.2 0.0 0.3 0.090
H -6.9338 -1.1894 -2.1890 0.4 0.1 0.7 0.091
H -6.3413 -0.5388 -3.6204 0.2 0.3 -0.3 0.087
H -4.3156 0.9599 -3.6191 0.0 -1.1 -0.6 0.080
H -4.5447 1.6912 -2.2420 -0.3 -0.1 1.3 0.063
H -3.0701 0.7618 -2.4219 -0.1 -0.7 0.4 0.073
C -2.8137 3.2091 3.8156 -0.6 0.2 1.7 -0.304
O -2.4668 2.0530 3.9985 0.0 0.2 -0.6 -0.013
N -3.4461 3.9650 4.7843 0.6 -2.2 -0.7 -0.176
C -3.7973 5.3164 4.5378 0.2 1.4 0.4 -0.082
C -3.8685 3.4115 6.0856 -0.2 0.2 0.2 -0.033
H -2.6601 3.7786 2.8859 0.1 -0.1 0.0 0.122
H -4.8661 5.4990 4.4261 -0.2 -0.2 0.2 0.090
H -3.3127 5.7889 3.6834 0.2 -0.6 -0.2 0.069
H -3.4071 5.8822 5.3838 -0.3 0.4 0.1 0.094
H -3.3128 3.8377 6.9209 0.1 0.5 -0.1 0.086
H -4.9242 3.6430 6.2269 -0.1 0.2 0.0 0.085
H -3.7777 2.3469 6.3011 0.3 -0.1 -1.2 0.084
C -4.4699 -1.1920 2.9330 -1.5 0.3 -1.0 -0.335
O -4.5508 -2.3823 3.1274 0.8 -0.8 0.5 0.009
N -5.4518 -0.5241 2.2652 0.4 0.2 0.6 -0.172
C -5.2716 0.8663 1.9093 -0.4 -0.1 -0.6 -0.061
C -6.6875 -1.1421 1.7696 0.5 -0.2 0.1 -0.023
H -3.6460 -0.5295 3.2403 0.1 -0.1 0.1 0.113
H -6.2390 1.3520 2.0372 0.1 0.4 0.1 0.085
H -5.0234 0.9052 0.8486 0.0 0.4 -0.3 0.071
H -4.4952 1.4060 2.4515 0.0 -0.4 0.2 0.068
H -6.5910 -1.4032 0.7157 -0.1 0.3 -0.2 0.064
H -6.9412 -2.0875 2.2491 0.3 0.2 0.4 0.085
H -7.4918 -0.4265 1.9399 -0.1 -0.1 -0.1 0.085
C -1.3829 -3.6318 6.0472 -1.1 -0.9 -0.2 -0.340
O -1.6087 -4.5913 6.7997 0.6 1.5 -0.9 -0.023
N -1.9993 -2.4304 6.0829 -1.3 -1.1 2.6 -0.159
C -1.6777 -1.2979 5.2791 0.6 0.4 -0.8 -0.071
C -2.9534 -2.1754 7.2309 1.2 1.3 -0.9 -0.011
H -0.7749 -3.6918 5.1312 0.5 -0.2 0.2 0.107
H -0.8559 -0.7194 5.7010 -0.3 0.4 0.3 0.073
H -2.5732 -0.7080 5.0834 0.1 0.2 0.4 0.069
H -1.3177 -1.5589 4.2839 0.0 -0.6 -0.1 0.073
H -2.7503 -1.1444 7.5204 -0.1 0.3 -0.1 0.073
H -3.9832 -2.1961 6.8743 0.0 -0.5 0.2 0.086
H -2.7392 -2.6993 8.1624 -0.1 -0.8 -0.7 0.084
C -6.3405 -5.1174 1.6585 -2.7 -0.5 0.6 -0.308
O -7.5075 -5.0582 2.0972 2.1 0.7 -0.7 -0.023
N -5.9299 -6.1487 0.9084 1.8 -1.6 -1.1 -0.160
C -4.4854 -6.4041 0.7627 0.1 0.1 -0.3 -0.049
C -6.7533 -7.2305 0.3517 -0.7 0.4 0.3 -0.039
H -5.5230 -4.3890 1.7747 -0.4 0.3 0.5 0.121
H -3.8437 -5.5459 0.9621 -0.5 0.3 0.2 0.058
H -4.2253 -6.7061 -0.2518 -0.3 -0.1 -0.1 0.067
H -4.1090 -7.1990 1.4066 -0.3 -0.2 0.3 0.096
H -6.4099 -8.2288 0.6229 0.3 0.1 0.3 0.087
H -7.7954 -7.1431 0.6593 0.2 0.2 0.3 0.084
H -6.7894 -7.2037 -0.7374 0.4 0.2 -0.2 0.073
C -4.8127 4.3458 -0.5812 0.0 0.6 -1.2 -0.355
O -4.2680 3.9453 0.4117 0.4 -0.4 1.1 0.018
N -4.1564 4.6614 -1.7302 -0.2 -0.1 0.2 -0.183
C -4.8468 4.8808 -3.0091 1.0 0.1 0.6 -0.044
C -2.6929 4.5211 -1.7925 -0.6 0.3 -0.2 -0.031
H -5.8910 4.5585 -0.6465 -0.1 -0.2 0.0 0.138
H -5.9255 5.0321 -2.9691 0.1 0.1 0.6 0.089
H -4.6780 4.0032 -3.6332 0.1 0.2 -0.4 0.079
H -4.3378 5.7724 -3.3751 -0.5 -0.1 -0.8 0.088
H -2.2071 4.9684 -0.9254 -0.3 -0.4 0.1 0.064
H -2.4184 3.4761 -1.9367 0.2 -0.1 0.3 0.083
H -2.3034 5.0756 -2.6463 -0.3 0.0 -0.1 0.073
C 2.4116 -3.8430 4.4633 0.3 1.3 0.0 -0.309
O 1.7276 -3.0048 5.0233 -0.1 -0.6 0.0 0.010
N 2.6067 -3.8758 3.1194 1.0 -0.7 1.0 -0.172
C 3.5578 -4.8290 2.5627 -0.8 -0.9 -0.9 -0.050
C 1.7929 -3.1234 2.2206 -0.2 0.3 -1.1 -0.046
H 3.0471 -4.5638 5.0007 -0.2 -0.1 0.0 0.139
H 2.9515 -5.4691 1.9217 0.3 -0.3 -0.4 0.089
H 4.0457 -5.5279 3.2421 -0.4 0.4 0.7 0.092
H 4.3788 -4.4375 1.9621 -0.2 0.7 0.0 0.068
H 1.0313 -3.7135 1.7108 -0.1 -0.5 0.2 0.070
H 1.2596 -2.2849 2.6686 0.4 -0.1 0.4 0.085
H 2.4129 -2.7804 1.3923 0.2 0.4 0.1 0.068
C -0.7759 -6.0090 2.1130 0.8 -3.9 1.6 -0.370
O -0.2549 -7.1364 1.9933 -0.4 1.9 0.2 -0.016
N -0.9659 -5.1659 1.1472 -0.8 3.0 -2.7 -0.158
C -1.7516 -3.9403 1.4110 0.4 0.4 0.2 -0.043
C -0.3344 -5.2879 -0.1842 0.6 -0.3 0.3 -0.020
H -1.1806 -5.6390 3.0678 0.1 -0.2 0.1 0.139
H -1.1155 -3.0553 1.3987 0.3 0.1 -0.5 0.058
H -2.1645 -3.8763 2.4178 -0.1 -0.7 0.1 0.084
H -2.5801 -3.7746 0.7224 0.1 -0.3 -0.2 0.077
H -0.1491 -4.3139 -0.6370 -0.5 0.2 0.2 0.073
H 0.6663 -5.7147 -0.1162 0.0 -0.3 0.5 0.083
H -0.8415 -5.9249 -0.9089 -0.4 0.1 0.3 0.081
C 1.0584 3.7899 -1.7859 1.9 0.7 2.1 -0.314
O 2.0389 4.0873 -1.0456 -2.6 -0.7 -1.8 -0.029
N 0.8410 4.2143 -3.0254 0.2 -0.2 -0.9 -0.174
C -0.1678 3.6233 -3.8760 -0.6 0.1 -0.3 -0.059
C 1.6668 5.1457 -3.7436 0.0 0.5 -0.2 -0.035
H 0.1694 3.2143 -1.4849 0.4 -0.5 0.6 0.130
H 0.2053 3.4431 -4.8842 0.4 0.0 0.1 0.080
H -0.9829 4.3338 -4.0140 -0.2 -0.2 0.0 0.074
H -0.5367 2.6539 -3.5409 0.0 0.2 0.4 0.091
H 2.5410 5.4682 -3.1780 0.0 -0.5 -0.2 0.096
H 1.8469 4.6849 -4.7149 0.8 0.2 0.0 0.077
H 1.0896 6.0425 -3.9684 -0.2 0.2 0.1 0.095
C 4.4155 2.9932 -2.9929 -1.5 0.8 -1.9 -0.189
C 4.3535 1.6659 -2.3044 0.3 -0.6 0.5 -0.169
C 5.8028 1.4856 -1.9074 0.3 0.8 -0.9 -0.168
O 6.5706 2.2982 -2.8718 0.2 -0.2 -0.5 -0.166
C 5.7097 3.0248 -3.8394 -0.2 -1.1 3.1 -0.122
H 4.2969 3.8214 -2.2943 0.5 0.0 0.0 0.092
H 3.5408 3.0400 -3.6416 -0.2 0.4 -0.2 0.079
H 4.0113 0.8504 -2.9415 0.1 0.1 -0.5 0.092
H 3.6713 1.6263 -1.4552 0.1 0.4 0.2 0.109
H 6.0979 0.4379 -1.9648 0.4 0.1 0.1 0.102
H 5.9860 1.9008 -0.9163 0.2 -0.3 0.0 0.089
H 5.6566 2.5089 -4.7981 -0.1 -0.2 0.1 0.098
H 6.1131 4.0270 -3.9850 0.1 -0.1 0.1 0.114
C 5.1827 -1.2299 2.5752 -1.4 -1.2 1.8 -0.175
C 6.6859 -1.3412 2.4894 0.6 -1.9 -0.5 -0.143
C 6.9115 -1.0979 0.9968 -0.5 1.5 1.6 -0.149
O 5.9192 -0.0632 0.7963 1.8 0.3 -2.6 -0.179
C 4.8476 -0.1078 1.6882 0.6 1.4 -0.3 -0.233
H 4.8211 -1.0853 3.5933 0.1 0.2 0.1 0.103
H 4.5945 -2.0946 2.2680 0.6 -0.6 -0.3 0.092
H 7.0671 -2.3243 2.7656 -0.2 -0.3 0.1 0.113
H 7.2678 -0.6758 3.1271 -0.4 0.5 -0.2 0.121
H 6.7501 -1.9557 0.3440 -0.1 -0.1 0.1 0.110
H 7.9094 -0.6802 0.8632 -0.1 0.1 -0.5 0.122
H 3.9766 -0.1055 1.0329 -0.6 -0.4 0.7 0.107
H 4.8988 0.8131 2.2691 -0.4 0.4 0.0 0.110
C 3.7114 -2.0006 -1.5528 0.7 -0.3 -0.2 -0.121
C 4.2290 -2.0142 -3.0142 0.1 -1.2 -0.1 -0.147
C 4.8304 -3.4358 -3.2201 0.5 1.8 1.9 -0.184
O 4.1991 -4.2151 -2.2192 -0.8 -1.3 -0.4 -0.142
C 3.9435 -3.4560 -1.0410 -0.4 0.8 -1.3 -0.176
H 2.6453 -1.7736 -1.5458 0.1 0.2 0.2 0.081
H 4.2734 -1.2871 -0.9502 -0.2 0.2 0.1 0.085
H 5.0095 -1.2893 -3.2454 -0.4 0.3 0.0 0.098
H 3.3990 -2.0030 -3.7206 0.0 0.7 0.0 0.081
H 5.8787 -3.4087 -2.9225 0.4 0.0 -0.5 0.114
H 4.7451 -3.7127 -4.2708 -0.4 -0.9 0.4 0.122
H 4.7570 -3.5485 -0.3214 0.3 0.1 0.0 0.101
H 3.0247 -3.8129 -0.5758 0.1 -0.4 0.0 0.098
C 2.1031 1.2283 -6.1575 -0.8 0.6 1.3 -0.208
C 2.9223 0.0354 -6.4642 1.2 -0.5 -0.8 -0.142
C 3.7038 0.5336 -7.7749 -0.3 -0.8 2.0 -0.157
O 3.2510 1.8433 -7.9813 0.2 1.0 -1.1 -0.128
C 2.9212 2.3867 -6.7393 -2.7 -0.3 0.2 -0.211
H 1.8682 1.3289 -5.0979 0.3 0.1 0.3 0.100
H 1.1144 1.1533 -6.6103 0.1 0.3 -0.5 0.104
H 2.3477 -0.8773 -6.6220 0.1 0.1 0.0 0.094
H 3.5896 -0.1103 -5.6147 0.4 -0.3 -0.2 0.094
H 3.4635 -0.1442 -8.5941 0.3 0.5 -0.3 0.120
H 4.7622 0.6556 -7.5445 0.3 -0.8 -0.3 0.114
H 2.1665 3.1590 -6.8880 0.4 0.6 -0.3 0.112
H 3.6977 2.7864 -6.0869 0.6 -0.4 -0.2 0.104
C 6.8466 5.5984 0.9043 -0.7 0.7 -0.6 -0.162
C 5.9694 4.6042 0.1333 0.1 -0.2 -0.2 -0.152
C 5.3991 3.7110 1.2520 0.2 0.7 -0.8 -0.220
O 5.5489 4.4766 2.3957 0.4 0.9 3.4 -0.170
C 6.0762 5.8053 2.2076 0.1 -1.5 -1.4 -0.165
H 6.9183 6.5350 0.3513 0.3 0.0 -0.1 0.109
H 7.8330 5.1534 1.0344 0.0 0.2 0.4 0.116
H 6.5858 4.0696 -0.5894 -0.2 -0.2 -0.1 0.101
H 5.1787 5.1189 -0.4125 -0.1 0.0 0.1 0.105
H 5.9658 2.7881 1.3749 -0.1 -0.2 -0.1 0.106
H 4.3259 3.5245 1.2129 0.0 -0.4 -0.8 0.113
H 6.7385 6.1520 3.0008 -0.3 -0.4 0.4 0.117
H 5.2049 6.4535 2.1136 0.2 0.5 -0.2 0.114
C -0.4096 5.3407 0.9528 0.0 0.3 0.0 -0.183
C 0.8224 5.8908 1.6183 1.0 -0.2 -0.4 -0.189
C 0.3640 6.2893 3.0078 -0.8 -1.2 -1.1 -0.139
O -1.0833 6.4955 2.8565 -0.1 0.2 1.6 -0.145
C -1.5031 6.2511 1.5486 2.0 -0.2 -2.2 -0.235
H -0.5543 4.3012 1.2467 -0.2 -0.1 0.1 0.118
H -0.3645 5.3688 -0.1359 0.1 0.1 0.1 0.083
H 1.2233 6.7588 1.0949 -0.2 0.2 -0.2 0.117
H 1.6485 5.1796 1.6198 0.0 -0.1 0.2 0.106
H 0.9884 7.1314 3.3064 -0.8 0.3 0.6 0.120
H 0.4443 5.4348 3.6797 0.3 0.2 0.3 0.107
H -1.4444 7.2079 1.0298 -0.3 0.2 -0.4 0.121
H -2.4262 5.7564 1.2463 -0.7 0.2 1.5 0.094
C -4.3544 -5.1354 -4.4176 -0.8 0.2 -1.8 -0.186
C -4.5026 -5.8568 -3.1376 1.9 -1.0 2.9 -0.134
C -3.5302 -5.0555 -2.1591 0.1 0.3 0.0 -0.184
O -2.6695 -4.2751 -3.0100 -0.9 -0.2 -0.5 -0.155
C -3.4779 -3.9416 -4.1594 0.9 0.3 0.8 -0.198
H -5.3414 -4.8069 -4.7431 0.0 0.1 -0.3 0.116
H -3.9166 -5.7066 -5.2363 -0.1 -0.4 0.2 0.117
H -4.0424 -6.8445 -3.1089 0.0 -0.2 -0.7 0.107
H -5.4908 -6.0651 -2.7273 -0.1 0.7 -0.2 0.102
H -2.8504 -5.6702 -1.5690 -0.2 -0.4 -0.2 0.078
H -3.9955 -4.3910 -1.4310 -0.6 0.1 -0.2 0.084
H -2.7705 -3.7090 -4.9553 -0.2 0.1 -0.1 0.106
H -4.1130 -3.0811 -3.9489 0.1 0.4 0.2 0.110
C 0.2435 -2.2912 -3.6865 0.0 -1.1 0.4 -0.183
C -0.7548 -1.2929 -4.1994 -1.0 0.8 0.4 -0.150
C -0.6630 -1.3494 -5.7405 0.2 -0.6 1.1 -0.174
O 0.4659 -2.1765 -5.9521 1.0 -0.7 -0.8 -0.152
C 0.5295 -3.1534 -4.8898 0.1 0.6 0.3 -0.165
H -0.1443 -2.8380 -2.8270 0.0 -0.1 0.0 0.103
H 1.2141 -1.8761 -3.4150 -0.2 0.5 0.2 0.085
H -0.5384 -0.3771 -3.6493 -0.1 0.6 -0.8 0.086
H -1.7921 -1.5174 -3.9512 0.1 -0.3 0.4 0.097
H -0.6236 -0.3689 -6.2149 0.6 -0.2 -0.2 0.108
H -1.5071 -1.8917 -6.1664 -0.5 0.2 0.1 0.108
H 1.5269 -3.5764 -4.7700 0.1 0.1 -0.7 0.118
H -0.1530 -3.9991 -4.9749 -0.4 0.1 -0.5 0.118
C 0.8516 0.0570 0.3619 -1.5 0.1 0.0 -0.120
C -0.3613 0.0546 1.2931 0.4 0.5 2.4 -0.162
C -1.6316 0.0707 0.4938 0.5 0.4 -0.1 -0.190
O -1.1567 0.0196 -0.8432 -1.3 0.1 -0.9 -0.140
C 0.1148 -0.5205 -0.8410 2.2 0.0 -0.5 -0.257
H 1.6621 -0.5537 0.7599 0.0 0.1 -0.3 0.085
H 1.1579 1.0774 0.1317 0.3 0.0 0.2 0.109
H -0.3719 0.9256 1.9483 0.2 -0.1 0.3 0.111
H -0.3891 -0.8203 1.9426 0.4 -0.1 0.1 0.086
H -2.1524 1.0139 0.6590 -0.4 -0.1 -0.3 0.124
H -2.2642 -0.7787 0.7517 -0.2 -0.1 -0.2 0.101
H 0.6273 -0.2092 -1.7512 -0.2 -0.3 -0.3 0.108
H 0.1646 -1.6053 -0.7469 -0.5 -0.4 -0.2 0.112